Density functional theory data (wB97M-V/def2-TZVPD) for a molecular structure, C29H42BeN10 in a non-equilibrium geometry.

Geometry as XYZ:
```
82
C29H42BeN10, DFT wB97M-V/def2-TZVPD
Be 0.783 -0.173 0.299
C -4.802 -1.506 3.922
C -3.676 -1.402 2.943
C -3.873 -1.581 1.575
C -2.819 -1.514 0.692
C -1.505 -1.266 1.123
N -0.446 -1.262 0.239
C -0.566 -2.183 -0.797
C -0.921 -3.506 -0.519
C -1.055 -4.437 -1.519
C -0.831 -4.097 -2.853
C -1.033 -5.098 -3.945
C -0.442 -2.800 -3.134
C -0.317 -1.840 -2.129
N -0.017 -0.507 -2.448
C -0.047 0.052 -3.673
C 0.275 1.386 -3.529
C 0.492 1.551 -2.165
N 0.314 0.401 -1.523
C -1.331 -1.003 2.490
C -2.399 -1.083 3.377
N -0.046 -0.708 2.955
C 0.463 -0.976 4.169
C 1.770 -0.533 4.176
C 1.966 -0.003 2.910
N 0.859 -0.111 2.169
H -5.650 -2.037 3.497
H -4.483 -2.031 4.820
H -5.132 -0.511 4.220
H -4.859 -1.805 1.198
H -2.996 -1.660 -0.363
H -1.097 -3.779 0.510
H -1.336 -5.446 -1.268
H -1.938 -5.671 -3.766
H -1.112 -4.612 -4.913
H -0.203 -5.802 -3.982
H -0.239 -2.537 -4.159
H -0.293 -0.497 -4.559
H 0.345 2.119 -4.307
H 0.763 2.435 -1.624
H -2.224 -0.910 4.427
H -0.103 -1.474 4.929
H 2.485 -0.605 4.968
H 2.862 0.425 2.517
C 3.046 -1.631 -1.402
N 3.919 -0.521 -1.105
C 5.150 -0.503 -1.869
C 3.545 0.483 -0.302
N 2.312 0.587 0.135
N 4.486 1.434 0.021
C 4.032 2.732 0.477
C 5.765 1.051 0.602
H 3.633 -2.549 -1.418
H 2.573 -1.507 -2.379
H 2.270 -1.719 -0.645
H 4.926 -0.785 -2.899
H 5.869 -1.224 -1.472
H 5.595 0.489 -1.867
H 2.235 1.389 0.743
H 3.681 2.739 1.520
H 3.244 3.094 -0.181
H 4.871 3.422 0.404
H 5.941 -0.013 0.496
H 5.775 1.279 1.672
H 6.576 1.607 0.130
N -3.217 4.653 -0.034
C -2.814 3.834 -1.209
C -2.836 2.360 -0.804
N -1.912 2.190 0.297
C -2.329 2.935 1.466
C -2.293 4.420 1.106
H -4.166 4.372 0.250
H -3.240 5.648 -0.281
H -1.800 4.121 -1.490
H -3.489 4.027 -2.043
H -2.490 1.761 -1.646
H -3.871 2.058 -0.562
H -1.746 1.213 0.503
H -1.620 2.749 2.272
H -3.338 2.665 1.824
H -1.287 4.696 0.786
H -2.585 5.041 1.954
```

Values from the calculation:
- Strongest force on any atom: 1.24 eV/A
- 2S+1: 1
- Highest occupied orbital energy: -11.64 eV
- Charge: +2
- Energy relative to the best compared isomer or geometry (same formula, charge and spin): 1.700 eV
- Gap between HOMO and LUMO: 6.9097 eV
- LUMO level: -4.735 eV

And the Mulliken charges, in e, turn out to be:
1. Be -2.308
2. C -1.576
3. C 0.301
4. C -1.244
5. C 0.528
6. C -1.171
7. N 1.650
8. C 0.161
9. C -0.290
10. C -0.969
11. C 0.206
12. C -1.624
13. C -1.365
14. C 0.832
15. N 0.965
16. C -0.195
17. C -1.588
18. C -0.578
19. N 0.860
20. C 0.869
21. C -0.554
22. N 0.157
23. C -0.088
24. C -1.309
25. C -0.233
26. N 0.099
27. H 0.392
28. H 0.389
29. H 0.290
30. H 0.427
31. H 0.635
32. H 0.616
33. H 0.465
34. H 0.407
35. H 0.373
36. H 0.309
37. H 0.392
38. H 0.478
39. H 0.541
40. H 0.588
41. H 0.545
42. H 0.504
43. H 0.451
44. H 0.537
45. C -1.094
46. N 0.168
47. C -1.253
48. C 0.535
49. N 0.551
50. N 0.074
51. C -1.003
52. C -1.263
53. H 0.530
54. H 0.423
55. H 0.084
56. H 0.405
57. H 0.370
58. H 0.400
59. H 0.240
60. H 0.355
61. H 0.282
62. H 0.337
63. H 0.412
64. H 0.389
65. H 0.365
66. N -0.090
67. C -0.848
68. C -0.399
69. N 0.418
70. C -0.429
71. C -0.910
72. H 0.386
73. H 0.367
74. H 0.359
75. H 0.417
76. H 0.226
77. H 0.368
78. H -0.599
79. H 0.383
80. H 0.381
81. H 0.349
82. H 0.437

***

Density functional theory data (wB97M-V/def2-TZVPD) for a molecular structure, C29H42ClF5N6O2SW in a non-equilibrium geometry.

Geometry as XYZ:
```
87
C29H42ClF5N6O2SW, DFT wB97M-V/def2-TZVPD
W 0.252 -2.198 1.691
C -2.038 -0.023 1.569
C -1.314 0.430 2.796
N 0.064 -0.110 2.692
C 0.730 -0.279 4.006
C 0.088 -1.475 4.617
C -0.314 -1.601 5.955
C -1.000 -2.745 6.392
C -1.283 -3.737 5.448
C -0.839 -3.542 4.179
C -0.961 -4.580 3.095
N -1.187 -3.991 1.731
C -2.615 -3.740 1.333
C -2.720 -2.335 0.757
N -1.929 -1.504 1.684
N -0.186 -2.447 3.718
H -1.583 0.321 0.629
H -3.104 0.206 1.585
H -1.661 -0.048 3.730
H -1.345 1.555 2.873
H 0.558 0.552 2.127
H 0.691 0.565 4.647
H 1.793 -0.479 3.884
H -0.214 -0.733 6.617
H -1.336 -2.791 7.403
H -1.855 -4.604 5.772
H -1.731 -5.294 3.288
H -0.022 -5.140 3.077
H -0.739 -4.653 1.083
H -3.253 -3.832 2.213
H -2.917 -4.450 0.576
H -3.782 -2.029 0.707
H -2.267 -2.296 -0.200
H -2.217 -1.695 2.623
Cl 1.726 -5.906 -4.580
C 1.398 -4.842 -3.245
C 0.896 -3.551 -3.542
C 0.436 -2.698 -2.589
C 0.567 -3.076 -1.227
O 0.045 -2.291 -0.319
C 1.241 -4.274 -0.912
C 1.710 -4.552 0.346
O 1.483 -3.886 1.419
C 1.582 -5.224 -1.943
H 0.786 -3.276 -4.603
H 0.085 -1.673 -2.818
H 2.373 -5.384 0.510
H 2.000 -6.160 -1.677
F 3.195 -1.707 2.489
C 2.407 -1.274 1.500
F 2.405 0.089 1.683
C 3.241 -1.454 0.097
F 4.393 -0.874 0.149
F 2.611 -0.935 -0.988
F 3.431 -2.755 -0.132
C 0.584 4.735 1.516
C -0.171 5.812 0.756
C 0.526 6.103 -0.578
C 0.060 5.196 -1.717
N 0.377 3.815 -1.463
C -0.249 2.688 -1.854
S -0.031 1.248 -0.998
N -1.105 2.699 -2.847
C -0.941 3.353 -4.116
C 0.076 2.656 -5.041
C 0.066 3.233 -6.437
C 0.569 4.702 -6.557
H 0.359 4.717 2.583
H 1.649 4.992 1.501
H 0.520 3.700 1.107
H -0.192 6.751 1.301
H -1.177 5.471 0.505
H 1.612 6.037 -0.512
H 0.332 7.074 -0.931
H 0.531 5.620 -2.619
H -1.016 5.227 -1.788
H 1.171 3.632 -0.901
H -1.634 1.852 -2.862
H -0.680 4.400 -4.003
H -1.905 3.310 -4.630
H -0.183 1.572 -5.033
H 1.077 2.833 -4.579
H -0.945 3.180 -6.869
H 0.802 2.659 -7.044
H -0.107 5.355 -6.010
H 0.641 5.019 -7.616
H 1.605 4.784 -6.179
```

Values from the calculation:
- Strongest force on any atom: 2.51 eV/A
- 2S+1: 3
- Highest occupied orbital energy (spin up / spin down): -12.53 / -12.53 eV
- Charge: +2
- Energy relative to the best compared isomer or geometry (same formula, charge and spin): 1.561 eV
- Gap between HOMO and LUMO (spin up / spin down): 6.3849 / 5.8378 eV
- LUMO level (spin up / spin down): -6.148 / -6.695 eV

And the Mulliken charges, in e, turn out to be:
1. W 2.830
2. C -0.324
3. C -0.698
4. N -0.553
5. C -1.261
6. C 1.270
7. C -1.246
8. C -0.468
9. C -1.121
10. C 1.204
11. C -1.413
12. N -0.322
13. C -0.671
14. C -0.772
15. N -0.737
16. N 0.093
17. H -0.278
18. H 0.587
19. H 0.375
20. H 0.373
21. H 0.354
22. H 0.627
23. H 0.310
24. H 0.474
25. H 0.483
26. H 0.512
27. H 0.605
28. H 0.310
29. H 0.330
30. H 0.356
31. H 0.445
32. H 0.538
33. H 0.285
34. H 0.401
35. Cl -0.166
36. C -0.007
37. C -0.564
38. C -1.005
39. C 0.254
40. O -0.091
41. C 1.671
42. C -0.749
43. O -0.619
44. C -1.377
45. H 0.431
46. H 0.478
47. H 0.619
48. H 0.577
49. F -0.312
50. C 0.504
51. F -0.326
52. C 0.431
53. F -0.254
54. F -0.171
55. F -0.237
56. C -0.871
57. C -0.291
58. C -1.246
59. C -0.719
60. N 0.059
61. C -0.421
62. S -0.270
63. N 0.014
64. C -0.942
65. C -0.014
66. C -0.524
67. C -1.146
68. H 0.384
69. H 0.340
70. H -0.019
71. H 0.323
72. H 0.237
73. H 0.494
74. H 0.471
75. H 0.269
76. H 0.557
77. H 0.388
78. H 0.364
79. H 0.149
80. H 0.439
81. H 0.208
82. H 0.203
83. H 0.339
84. H 0.279
85. H 0.305
86. H 0.358
87. H 0.291

***

Density functional theory data (wB97M-V/def2-TZVPD) for a molecular structure, C29H42CrN8O3S2Si in a non-equilibrium geometry.

Geometry as XYZ:
```
86
C29H42CrN8O3S2Si, DFT wB97M-V/def2-TZVPD
Cr -0.367 -0.080 0.034
O -3.398 3.233 -0.033
C -4.484 2.446 -0.122
C -5.740 3.050 -0.223
C -6.876 2.277 -0.328
C -6.790 0.888 -0.346
C -5.563 0.278 -0.233
C -4.396 1.043 -0.121
C -3.102 0.374 -0.009
O -2.014 1.028 0.227
N -3.084 -0.926 -0.114
N -1.876 -1.517 0.123
C -2.073 -2.807 0.130
S -3.679 -3.334 -0.327
C -3.229 -5.114 -0.299
C -2.260 -5.310 0.835
S -0.958 -4.032 0.646
H -2.604 2.660 0.017
H -5.790 4.127 -0.214
H -7.842 2.754 -0.388
H -7.681 0.290 -0.449
H -5.473 -0.797 -0.227
H -2.776 -5.372 -1.258
H -4.145 -5.682 -0.164
H -1.771 -6.281 0.823
H -2.734 -5.150 1.802
N -0.241 0.066 2.352
C 0.975 0.160 3.192
C 1.999 1.058 2.493
C 3.479 0.671 2.579
C 3.970 -0.157 1.378
N 3.347 0.259 0.128
H -0.672 0.991 2.363
H -0.902 -0.567 2.803
H 1.366 -0.843 3.376
H 0.721 0.565 4.180
H 1.891 2.068 2.878
H 1.742 1.068 1.436
H 3.691 0.133 3.503
H 4.067 1.590 2.614
H 3.706 -1.210 1.499
H 5.069 -0.100 1.349
H 3.736 -0.279 -0.640
H 3.539 1.237 -0.062
C -1.473 -1.073 -3.467
C -0.498 0.036 -3.211
C 0.128 0.696 -4.256
C 1.003 1.748 -3.986
C 1.198 2.154 -2.688
C 0.529 1.464 -1.663
N -0.256 0.393 -1.946
N 0.552 1.696 -0.347
Si 0.568 3.351 0.238
C 2.367 3.966 0.467
C -0.347 4.466 -1.016
C -0.374 3.492 1.899
H -2.301 -0.697 -4.066
H -1.873 -1.457 -2.532
H -1.007 -1.880 -4.029
H -0.063 0.398 -5.273
H 1.508 2.247 -4.799
H 1.863 2.964 -2.440
H 2.898 4.036 -0.478
H 2.957 3.340 1.127
H 2.350 4.964 0.895
H 0.247 5.334 -1.287
H -1.286 4.830 -0.612
H -0.577 3.931 -1.933
H 0.208 3.216 2.770
H -1.293 2.916 1.900
H -0.659 4.529 2.043
N 3.061 -3.372 3.079
C 2.554 -4.156 2.096
O 2.367 -5.342 2.237
C 2.141 -3.458 0.831
C 2.228 -4.139 -0.381
C 1.732 -3.503 -1.507
C 1.146 -2.257 -1.385
N 1.005 -1.605 -0.221
C 1.525 -2.215 0.850
H 3.387 -3.852 3.904
H 3.437 -2.456 2.903
H 2.659 -5.128 -0.425
H 1.766 -3.979 -2.476
H 0.769 -1.762 -2.264
H 1.421 -1.685 1.775
```

Values from the calculation:
- Strongest force on any atom: 2.20 eV/A
- 2S+1: 2
- Highest occupied orbital energy (spin up / spin down): -10.18 / -10.19 eV
- Charge: +1
- Gap between HOMO and LUMO (spin up / spin down): 6.2920 / 6.8057 eV
- LUMO level (spin up / spin down): -3.893 / -3.387 eV

And the Mulliken charges, in e, turn out to be:
1. Cr -1.277
2. O -0.551
3. C 0.105
4. C -0.811
5. C -0.320
6. C -0.879
7. C -0.409
8. C 0.001
9. C 1.237
10. O -0.132
11. N -0.540
12. N 1.148
13. C -0.417
14. S 0.052
15. C -0.587
16. C -0.636
17. S 0.163
18. H 0.213
19. H 0.460
20. H 0.403
21. H 0.436
22. H 0.442
23. H 0.287
24. H 0.426
25. H 0.434
26. H 0.317
27. N -0.223
28. C -1.694
29. C 2.321
30. C -1.376
31. C -0.320
32. N -0.528
33. H 0.131
34. H 0.254
35. H 0.699
36. H 0.361
37. H 0.489
38. H -1.487
39. H 0.356
40. H 0.365
41. H -0.108
42. H 0.546
43. H 0.253
44. H 0.140
45. C -1.091
46. C 0.608
47. C -1.104
48. C -0.790
49. C -0.889
50. C -0.227
51. N 0.718
52. N 1.157
53. Si 0.903
54. C -1.280
55. C -1.432
56. C -1.238
57. H 0.438
58. H -0.036
59. H 0.361
60. H 0.537
61. H 0.484
62. H 0.478
63. H 0.378
64. H 0.202
65. H 0.402
66. H 0.427
67. H 0.437
68. H 0.384
69. H 0.316
70. H 0.174
71. H 0.572
72. N -0.198
73. C -0.100
74. O -0.611
75. C 0.846
76. C -0.627
77. C -1.350
78. C -0.387
79. N 2.096
80. C -1.351
81. H 0.263
82. H 0.084
83. H 0.531
84. H 0.539
85. H 0.382
86. H 0.246